1.
A 2-piece molecular cluster, H2N2O4S overall in a non-equilibrium geometry, computed with ωB97M-V/def2-TZVPD.

Last column: Löwdin charge in e.
CARTESIAN COORDINATES (ANGSTROEM)
N  -1.7804  0.1484  -0.0825  -0.089
N  2.0300  0.8027  -0.2136  -0.247
O  1.7723  1.7529  0.4298  0.113
O  2.9081  0.3334  -0.8678  0.119
O  -0.5299  -1.3425  1.6333  -0.369
O  -0.4314  -2.0430  -0.7441  -0.333
S  -0.4748  -0.9970  0.1963  0.709
H  -1.7325  0.5214  -1.0190  0.049
H  -1.7613  0.8236  0.6677  0.049

E = -809.6764 hartree
HOMO (alpha / beta) = -10.403 / -9.701 eV
gap between HOMO and LUMO (alpha / beta) = 0.307 / 0.301 hartree

---

2.
One molecule with the formula H2N2O4S in a non-equilibrium geometry, computed with ωB97M-V/def2-TZVPD.

Last column: Löwdin charge in e.
CARTESIAN COORDINATES (ANGSTROEM)
N  -1.6539  1.1754  0.4081  -0.106
S  -0.6299  0.2198  -0.1029  0.661
O  -1.2283  -0.4786  -1.1465  -0.243
O  -0.0451  -0.7486  1.0795  -0.178
O  0.9829  0.7334  -0.5406  -0.181
N  1.9530  -0.0642  -0.8365  -0.067
O  1.8008  -1.2438  -0.6200  0.004
H  -1.6270  1.8887  1.1099  0.043
H  0.4474  -1.4821  0.6490  0.066

E = -809.6786 hartree
HOMO = -11.167 eV
gap between HOMO and LUMO = 0.386 hartree
SMILES = N=[S@](=O)(O)ON=O

---

3.
One molecule with the formula H2N2OS in a non-equilibrium geometry, computed with ωB97M-V/def2-TZVPD.

Last column: Löwdin charge in e.
CARTESIAN COORDINATES (ANGSTROEM)
O  1.6792  0.2662  -0.0978  -0.065
N  0.4687  0.8777  0.1077  -0.147
N  -0.4038  0.0179  -0.0831  -0.409
S  -2.1248  0.2726  0.0043  0.739
H  2.1725  0.5708  0.6753  0.088
H  -2.0628  -0.9778  -0.0008  -0.206

E = -584.0205 hartree
HOMO = -9.650 eV
gap between HOMO and LUMO = 0.375 hartree
SMILES = O/N=N/S

---

4.
One molecule with the formula H2N2OS in a non-equilibrium geometry, computed with ωB97M-V/def2-TZVPD.

Last column: Löwdin charge in e.
CARTESIAN COORDINATES (ANGSTROEM)
N  -0.1864  -0.8001  0.0074  -0.151
N  0.2556  0.3556  -0.1154  -0.503
O  -1.2816  -0.7521  0.9548  -0.049
S  1.4761  0.7376  -1.1333  0.769
H  -1.8843  -1.4185  0.7106  0.050
H  1.6206  1.8775  -0.4242  -0.115

E = -583.9137 hartree
HOMO (alpha / beta) = -6.682 / -9.348 eV
gap between HOMO and LUMO (alpha / beta) = 0.274 / 0.253 hartree
2S+1 = 3

---

5.
H2N3O2 as an isolated structure in a non-equilibrium geometry, computed with ωB97M-V/def2-TZVPD.

Last column: Löwdin charge in e.
CARTESIAN COORDINATES (ANGSTROEM)
N  -2.3863  -1.5961  2.7412  0.003
N  -3.3813  -1.7300  2.2721  0.010
N  -2.5683  -0.0925  -0.2753  -0.457
O  -1.9813  0.8563  0.3007  -0.295
O  -3.7713  -0.0285  -0.5937  -0.261
H  -0.1001  0.5872  -1.6562  -0.003
H  0.7076  0.6568  -1.7324  0.004

E = -315.9090 hartree
HOMO = -2.603 eV
gap between HOMO and LUMO = 0.298 hartree
net charge = -1

---

6.
A 2-piece molecular cluster, H2N3O2 overall in a non-equilibrium geometry, computed with ωB97M-V/def2-TZVPD.

Last column: Löwdin charge in e.
CARTESIAN COORDINATES (ANGSTROEM)
N  0.6873  1.0291  0.0342  0.119
N  -1.8401  0.4054  -0.2533  0.008
N  1.3274  -0.0144  0.1797  -0.746
O  2.5726  0.2947  0.1835  -0.163
O  0.9303  -1.1640  0.3309  -0.113
H  -2.2418  -0.1580  0.4456  -0.107
H  -1.4356  -0.3927  -0.9205  0.002

E = -315.7497 hartree
HOMO (alpha / beta) = -3.722 / -3.984 eV
gap between HOMO and LUMO (alpha / beta) = 0.272 / 0.323 hartree
net charge = -1

---

For the records above, the corresponding relative energy (zero: lowest compared OMol25 entry of this formula, charge and spin) values read 2.775 2.714 2.332 1.310 0.000 4.334 eV.